{"formula": "C16H48O8", "method": "ωB97M-V/def2-TZVPD", "species": ["C", "C", "O", "H", "H", "H", "H", "H", "H", "C", "C", "O", "H", "H", "H", "H", "H", "H", "C", "C", "O", "H", "H", "H", "H", "H", "H", "C", "C", "O", "H", "H", "H", "H", "H", "H", "C", "C", "O", "H", "H", "H", "H", "H", "H", "C", "C", "O", "H", "H", "H", "H", "H", "H", "C", "C", "O", "H", "H", "H", "H", "H", "H", "C", "C", "O", "H", "H", "H", "H", "H", "H"], "positions_angstrom": [[12.7448, -4.7908, -2.0689], [12.0524, -6.1448, -2.1545], [11.2929, -6.3112, -0.9978], [12.0398, -4.0079, -1.7895], [13.2125, -4.5857, -3.0319], [13.4697, -4.7773, -1.2551], [12.8115, -6.8938, -2.3802], [11.3901, -6.1293, -3.0200], [10.7045, -7.0327, -1.2318], [13.2057, -4.0122, 3.8248], [12.1495, -5.1343, 3.8606], [10.9449, -4.7217, 3.2263], [14.2206, -4.2909, 4.1082], [12.8515, -3.1389, 4.3725], [13.2539, -3.7277, 2.7737], [11.9390, -5.3828, 4.9008], [12.6107, -5.9889, 3.3655], [10.9461, -5.0500, 2.3242], [4.8071, -5.4739, 4.7113], [3.7131, -6.3496, 4.0236], [2.5786, -6.6306, 4.7777], [4.4300, -4.5533, 5.1566], [5.6012, -5.1727, 4.0280], [5.2897, -6.0991, 5.4625], [4.1435, -7.3134, 3.7516], [3.4233, -5.9148, 3.0670], [2.2275, -5.7483, 4.9190], [8.4870, -9.9377, 4.3947], [9.7091, -10.3236, 5.2773], [9.2841, -11.2237, 6.2354], [8.7143, -9.1709, 3.6541], [7.7044, -9.6306, 5.0884], [8.1314, -10.7955, 3.8238], [10.1040, -9.4017, 5.7044], [10.4306, -10.7744, 4.5959], [8.9558, -11.9483, 5.6981], [13.8356, -10.5395, 0.9828], [14.6176, -11.7890, 1.2048], [14.8274, -11.9572, 2.5960], [12.8281, -10.5477, 1.3986], [13.6801, -10.3684, -0.0824], [14.3776, -9.6866, 1.3914], [15.5901, -11.5982, 0.7510], [14.1360, -12.6491, 0.7398], [15.2362, -11.1697, 2.9626], [14.3450, 1.5323, 1.7897], [15.1307, 2.8172, 1.6646], [16.0978, 2.8340, 2.7027], [13.9154, 1.5118, 2.7913], [14.9874, 0.6520, 1.7663], [13.5348, 1.3959, 1.0734], [14.4907, 3.6953, 1.7514], [15.6622, 2.9129, 0.7178], [16.3317, 3.7577, 2.8200], [18.9225, -3.6837, 6.4513], [18.6750, -4.1228, 7.8702], [19.0606, -5.4712, 8.0874], [18.5766, -2.6688, 6.2553], [18.5293, -4.3382, 5.6733], [20.0046, -3.5814, 6.3704], [17.6290, -4.0159, 8.1574], [19.1578, -3.4452, 8.5744], [18.8048, -5.8117, 8.9477], [9.9528, -6.8723, 10.5276], [9.6658, -6.2362, 11.8656], [8.7545, -5.2091, 11.7650], [10.4337, -7.8356, 10.6973], [10.7047, -6.2931, 9.9917], [9.1002, -6.9717, 9.8558], [10.6079, -5.9367, 12.3247], [9.2218, -6.9647, 12.5441], [7.9390, -5.6737, 11.5630]], "smiles": "CCO.CCO.CCO.CCO.CCO.CCO.CCO.CCO", "multiplicity": 1, "lumo_ha": 0.0105, "homo_ev": -10.1, "orbital_gap_ev": 10.430}

---

{"formula": "C16H48O8PtS8", "method": "ωB97M-V/def2-TZVPD", "species": ["Pt", "C", "S", "O", "C", "H", "H", "H", "H", "H", "H", "C", "S", "O", "C", "H", "H", "H", "H", "H", "H", "C", "S", "O", "C", "H", "H", "H", "H", "H", "H", "C", "S", "O", "C", "H", "H", "H", "H", "H", "H", "C", "S", "O", "C", "H", "H", "H", "H", "H", "H", "C", "S", "O", "C", "H", "H", "H", "H", "H", "H", "C", "S", "O", "C", "H", "H", "H", "H", "H", "H", "C", "S", "O", "C", "H", "H", "H", "H", "H", "H"], "positions_angstrom": [[0.2031, -0.2001, 0.1083], [-3.4230, -5.6638, -4.4791], [-2.8594, -5.8250, -2.7687], [-2.4631, -4.4620, -2.1449], [-4.5347, -6.1162, -2.1510], [-4.0702, -6.5173, -4.6812], [-2.7181, -5.6572, -5.3105], [-4.0339, -4.8009, -4.7445], [-4.7914, -7.1578, -2.3440], [-5.2626, -5.3472, -2.4098], [-4.3364, -5.9016, -1.1008], [1.3412, 6.9668, -3.5021], [1.0766, 6.5324, -1.7056], [1.2298, 5.0150, -1.6915], [2.7427, 7.2484, -1.1412], [0.4032, 6.8249, -4.0389], [2.0365, 6.3535, -4.0752], [1.5997, 8.0202, -3.6102], [2.9237, 8.2567, -1.5137], [3.4954, 6.6485, -1.6528], [2.6918, 7.2924, -0.0533], [-7.7539, 1.3738, -1.0413], [-6.3730, 1.4254, -2.2947], [-5.1391, 0.7066, -1.7502], [-7.1169, 0.5029, -3.6622], [-8.7526, 1.4188, -1.4757], [-7.6586, 2.1732, -0.3064], [-7.6171, 0.4300, -0.5134], [-6.6548, 0.3940, -4.6434], [-8.0954, 0.9308, -3.8804], [-7.1643, -0.5194, -3.2870], [-3.0963, 4.8231, 5.9695], [-3.7415, 3.4148, 4.9662], [-2.5863, 2.8411, 4.2902], [-4.3165, 2.3548, 6.2881], [-2.3547, 4.4739, 6.6881], [-3.8880, 5.3368, 6.5149], [-2.7222, 5.6373, 5.3488], [-3.4462, 2.1192, 6.9007], [-4.6147, 1.4281, 5.7978], [-5.0857, 2.9048, 6.8304], [5.8301, -4.3175, -2.9800], [6.0057, -2.8071, -1.8870], [4.7555, -2.9290, -0.9908], [7.2984, -3.6077, -0.9691], [5.3644, -5.2095, -2.5609], [6.7950, -4.6204, -3.3866], [5.1561, -4.0422, -3.7911], [6.9821, -4.5912, -0.6216], [7.6401, -3.1072, -0.0631], [8.1588, -3.7960, -1.6112], [5.8042, 1.4570, 5.4725], [4.6797, 2.6088, 4.5850], [3.5937, 1.7488, 3.9753], [3.9157, 3.3190, 6.0862], [6.5165, 2.0903, 6.0013], [6.4190, 0.8960, 4.7687], [5.3745, 0.7005, 6.1292], [4.5793, 3.3161, 6.9509], [3.0605, 2.7504, 6.4515], [3.5697, 4.3456, 5.9657], [1.9017, -4.9084, 5.1370], [0.4800, -3.7462, 5.6038], [-0.1485, -3.2796, 4.2432], [-0.6970, -5.0469, 6.2462], [2.3556, -5.4734, 5.9512], [2.7850, -4.3323, 4.8616], [1.5758, -5.5791, 4.3420], [-1.6011, -4.5308, 6.5693], [-0.4537, -5.4121, 7.2440], [-0.7677, -5.9025, 5.5747], [2.2655, 0.3287, -7.6815], [0.6441, -0.1205, -6.9365], [0.7914, 0.1630, -5.4370], [-0.2372, 1.3781, -7.6565], [2.1684, 0.2380, -8.7634], [3.1077, -0.2914, -7.3746], [2.5005, 1.3919, -7.6326], [0.5113, 1.9930, -8.1562], [-0.7308, 2.1100, -7.0171], [-1.0234, 1.1359, -8.3716]], "s2": 2.03, "total_charge": 2, "multiplicity": 3, "lumo_ha": [-0.3056, -0.3649], "homo_ev": [-11.8, -11.8], "orbital_gap_ev": [3.473, 1.858]}

---

{"formula": "C16H4BeCl5F3OS3", "method": "ωB97M-V/def2-TZVPD", "species": ["Be", "S", "C", "S", "S", "Cl", "C", "C", "Cl", "C", "Cl", "C", "O", "C", "Cl", "C", "Cl", "F", "C", "F", "F", "C", "C", "C", "C", "C", "C", "C", "C", "H", "H", "H", "H"], "positions_angstrom": [[2.1862, 0.7014, 1.4137], [3.8988, -0.0807, 5.1223], [3.2133, 0.2142, 3.6374], [3.9462, -0.2715, 2.1750], [1.7194, 1.0337, 3.4864], [0.6265, 6.7335, -2.2137], [1.1889, 5.3416, -1.3748], [0.3052, 4.5649, -0.6284], [-1.3463, 5.0314, -0.5358], [0.7423, 3.4278, 0.0229], [-0.3550, 2.4552, 0.9216], [2.1019, 3.0022, -0.0297], [2.5287, 1.9640, 0.5402], [2.9689, 3.8331, -0.7953], [4.6197, 3.3557, -0.8916], [2.5259, 4.9631, -1.4516], [3.6248, 5.9034, -2.3831], [-5.0060, -4.8724, -0.1479], [-3.9535, -4.8756, -0.9871], [-3.5134, -6.1598, -1.0032], [-4.4862, -4.6903, -2.2235], [-2.8911, -3.8949, -0.6481], [-3.0028, -3.0570, 0.4589], [-1.9930, -2.1688, 0.7489], [-0.8422, -2.0982, -0.0523], [-0.7575, -2.9306, -1.1801], [-1.7649, -3.8197, -1.4703], [0.1918, -1.2114, 0.3001], [1.0668, -0.4428, 0.6601], [-3.8825, -3.1104, 1.0829], [-2.0699, -1.5077, 1.5985], [0.1110, -2.8640, -1.8196], [-1.7020, -4.4693, -2.3328]], "total_charge": -2, "multiplicity": 1, "lumo_ha": 0.1456, "homo_ev": -1.2, "orbital_gap_ev": 5.173}

---

Values for energy, a.u., ordered as above
-1240.1684 -4543.9603 -4497.4224